{"formula": "C3H10N2", "method": "ωB97M-V with the def2-TZVPD basis set", "species": ["C", "N", "H", "H", "H", "H", "H", "C", "C", "N", "H", "H", "H", "H", "H"], "positions_angstrom": [[3.25, -0.38, -0.19], [2.26, 0.80, -0.11], [2.65, -1.33, -0.26], [3.97, 0.10, -0.90], [3.88, -0.39, 0.75], [1.95, 1.19, 0.71], [1.47, 0.84, -0.74], [-2.73, 0.61, 0.80], [-2.02, -0.98, -0.83], [-2.51, 0.17, -0.60], [-1.85, 1.25, 1.00], [-3.68, 1.15, 0.62], [-2.91, -0.08, 1.67], [-1.30, -1.09, -1.66], [-2.42, -1.85, -0.26]], "mulliken_charge": [-0.577, -0.501, 0.224, 0.242, 0.253, 0.172, 0.189, -0.570, -0.346, -0.379, 0.215, 0.222, 0.303, 0.272, 0.281], "smiles": "C=NC.CN", "homo_lumo_gap_ev": 9.55, "total_energy_ev": -6250.27378, "lumo_energy_ev": 0.73, "relative_energy_ev": 3.155, "total_charge": 0}